17
Properties=species:S:1:pos:R:3:forces:R:3 method="wB97M-V/def2-TZVPD" orbital_gap_ev=9.7 de_lowest_kcal_mol=40.7 lumo_ha=0.0122 energy_ev=-24226.6932 homo_ev=-9.3779
C 1.878 -1.143 -0.161 -0.43 2.87 -0.65
C 2.586 -0.007 -0.690 -1.90 -3.36 1.87
C 0.632 -0.652 0.098 -0.79 -1.24 -0.08
C -1.832 1.046 0.077 -0.50 -1.68 0.07
C -0.693 -1.192 0.561 0.40 1.43 2.52
C -0.398 1.511 -0.107 -2.14 4.64 -0.02
N 1.828 1.005 -0.708 -0.49 3.87 -1.37
N 0.642 0.631 -0.306 -0.26 -2.24 -0.19
O -2.774 1.576 0.601 1.55 -0.13 -0.66
O -3.201 -1.281 -0.066 -1.83 -0.78 0.43
S -1.985 -0.720 -0.597 0.76 1.69 -0.29
H 2.281 -2.000 0.177 1.11 -2.97 0.62
H 3.573 0.056 -0.872 3.08 0.26 -0.89
H -0.879 -2.222 0.504 0.69 -1.75 0.08
H -0.940 -0.912 1.697 0.27 -0.27 -2.48
H -0.573 2.226 -1.013 0.88 -0.91 1.52
H -0.144 2.078 0.805 -0.39 0.55 -0.48


92
Properties=species:S:1:pos:R:3:forces:R:3 method="wB97M-V/def2-TZVPD" orbital_gap_ev=7.9 charge=+1 de_lowest_kcal_mol=9.8 lumo_ha=-0.0811 energy_ev=-95565.0275 homo_ev=-10.0623
K 0.309 1.379 -1.629 0.60 0.45 0.36
N -2.953 -1.957 -1.635 0.03 -0.01 0.06
C -1.900 -1.200 -1.277 -0.08 0.10 0.12
N -1.911 0.082 -1.142 -0.31 0.14 -0.23
C -3.089 0.780 -1.445 -0.36 -0.26 0.02
N -3.181 2.056 -1.544 0.65 0.12 -0.03
N -1.971 2.757 -1.512 -0.67 -0.33 0.27
C -1.935 3.714 -0.683 0.48 0.23 0.03
C -0.729 4.589 -0.593 -0.26 -0.18 0.07
C -0.873 5.848 -0.027 0.07 0.07 0.04
C 0.231 6.684 0.038 -0.01 0.01 0.00
C 1.441 6.224 -0.448 0.02 -0.03 0.00
C 1.496 4.937 -0.968 0.03 0.03 0.04
N 0.445 4.128 -1.047 -0.23 0.12 -0.06
C -4.324 -0.008 -1.648 0.00 0.13 -0.02
C -5.585 0.580 -1.773 0.00 0.03 0.00
C -6.699 -0.196 -2.013 0.00 -0.07 0.00
C -6.574 -1.582 -2.133 0.00 0.05 0.01
C -5.340 -2.183 -2.011 -0.03 0.04 0.01
C -4.222 -1.388 -1.768 0.07 -0.17 0.00
H -2.846 -2.957 -1.666 -0.04 -0.01 -0.02
H -0.980 -1.743 -1.077 0.04 0.06 -0.01
H -2.763 3.933 -0.008 -0.09 0.04 -0.11
H -1.835 6.166 0.350 -0.01 -0.01 -0.02
H 0.148 7.676 0.463 -0.01 0.00 0.00
H 2.331 6.835 -0.419 0.00 0.00 0.01
H 2.439 4.537 -1.325 -0.01 -0.02 -0.03
H -5.662 1.654 -1.685 0.02 0.00 0.00
H -7.670 0.268 -2.112 0.00 0.00 0.01
H -7.449 -2.191 -2.318 0.00 0.01 -0.01
H -5.236 -3.258 -2.097 0.02 0.00 0.00
C 3.048 -1.430 -4.028 -0.01 -0.07 -0.07
C 1.636 -0.915 -3.955 -0.09 0.10 0.01
O 1.159 -0.481 -2.914 0.18 -0.66 -0.38
N 0.905 -0.975 -5.092 0.14 0.05 0.01
C -0.453 -0.455 -5.168 -0.05 -0.12 -0.05
C -0.513 1.030 -5.442 0.03 0.00 0.13
C -0.769 1.516 -6.716 0.00 -0.01 -0.04
C -0.785 2.887 -6.921 0.00 0.03 -0.01
C -0.553 3.723 -5.844 -0.01 -0.03 0.01
C -0.324 3.147 -4.603 -0.04 0.02 0.02
N -0.301 1.833 -4.395 -0.01 0.05 -0.16
H 3.605 -1.028 -3.186 0.02 0.00 -0.01
H 3.536 -1.164 -4.965 0.00 0.02 0.00
H 3.041 -2.519 -3.950 -0.01 0.00 0.02
H 1.370 -1.253 -5.940 -0.05 0.00 -0.03
H -0.943 -0.665 -4.218 0.02 0.03 0.02
H -0.977 -1.006 -5.950 0.00 0.03 -0.01
H -0.958 0.832 -7.533 0.01 -0.01 0.00
H -0.982 3.293 -7.905 0.00 0.00 0.00
H -0.559 4.799 -5.951 0.00 0.00 -0.01
H -0.167 3.770 -3.728 0.01 -0.02 0.01
S 1.902 -1.034 -0.015 0.09 -0.05 0.09
C 2.499 -0.739 1.502 -0.33 0.45 0.25
N 3.410 -1.481 2.129 0.17 -0.23 -0.03
C 3.696 -1.287 3.549 -0.01 -0.07 -0.14
C 2.406 -0.942 4.242 -0.04 0.10 -0.02
N 1.868 0.267 3.625 -0.05 0.10 0.20
C 1.185 1.195 4.531 0.09 0.00 -0.07
C -0.059 0.559 5.095 -0.02 0.01 -0.04
C -0.202 0.343 6.457 -0.03 -0.02 0.03
C -1.356 -0.250 6.958 0.03 0.02 -0.02
C -2.367 -0.632 6.092 -0.02 -0.01 -0.01
C -2.228 -0.420 4.725 0.00 0.00 0.01
C -1.080 0.174 4.228 0.02 -0.01 0.02
C 1.960 0.470 2.311 0.10 -0.47 -0.35
S 1.518 1.858 1.531 0.01 0.10 -0.06
C 4.064 -2.635 1.500 -0.01 0.14 0.04
C 3.559 -3.936 2.075 0.00 0.01 -0.03
C 4.442 -4.848 2.637 0.00 -0.03 0.00
C 3.976 -6.042 3.175 0.01 0.03 -0.02
C 2.620 -6.323 3.160 -0.01 0.00 0.00
C 1.730 -5.411 2.604 -0.01 -0.02 0.00
C 2.195 -4.224 2.062 0.03 0.00 0.02
H 4.450 -0.507 3.684 -0.02 0.03 0.04
H 4.089 -2.227 3.933 0.01 0.02 0.03
H 2.573 -0.729 5.297 0.02 -0.02 0.00
H 1.692 -1.768 4.172 0.02 -0.02 0.00
H 0.954 2.090 3.960 -0.01 0.00 0.01
H 1.882 1.467 5.328 -0.02 -0.01 0.02
H 0.589 0.643 7.135 0.00 0.00 0.01
H -1.462 -0.411 8.022 0.00 -0.01 0.00
H -3.267 -1.093 6.479 0.00 0.00 0.00
H -3.021 -0.710 4.048 0.00 -0.01 0.00
H -0.970 0.347 3.162 0.00 0.00 0.00
H 5.138 -2.538 1.674 0.00 0.00 0.02
H 3.880 -2.566 0.431 -0.02 -0.03 -0.01
H 5.503 -4.626 2.654 0.00 0.00 0.00
H 4.674 -6.745 3.609 0.00 -0.01 0.00
H 2.253 -7.250 3.580 0.00 0.00 0.01
H 0.671 -5.630 2.591 0.00 0.00 0.00
H 1.506 -3.514 1.620 -0.01 0.00 -0.01


36
Properties=species:S:1:pos:R:3:forces:R:3 method="wB97M-V/def2-TZVPD" orbital_gap_ev=7.4 charge=+1 lumo_ha=-0.1828 energy_ev=-28393.6190 homo_ev=-12.3960
Be 0.617 2.390 0.158 0.63 -1.95 0.41
C 0.553 -0.367 0.139 -1.47 -2.69 -1.10
O 0.795 0.829 0.405 1.21 2.52 1.38
O 0.674 -1.381 1.080 -0.23 1.76 -2.22
O 0.088 -0.732 -0.945 0.51 -0.16 0.40
H 0.944 -0.968 1.875 0.61 0.48 1.80
O 1.067 0.646 -2.966 0.94 1.05 -0.40
H 0.489 0.195 -2.361 -0.37 -0.92 1.00
H 0.469 1.098 -3.547 -0.32 0.22 -0.89
O 0.457 -4.506 -0.241 0.34 0.07 -2.10
H 1.232 -3.952 -0.133 0.48 0.08 0.02
H 0.099 -4.592 0.601 -1.00 -0.45 2.33
O -1.196 -2.979 -2.426 -0.23 -0.52 -0.02
H -1.026 -2.068 -2.643 0.05 0.39 0.10
H -1.277 -3.022 -1.464 0.23 0.00 -0.23
O 1.402 2.938 -1.192 -0.40 2.26 -1.88
H 0.989 3.648 -1.782 0.53 -1.11 1.43
H 2.028 2.555 -1.835 -0.08 -1.11 0.49
O 2.457 -2.670 -0.744 0.01 -0.02 -0.28
H 2.280 -3.047 -1.618 0.21 0.04 0.04
H 1.668 -2.142 -0.584 0.06 -0.12 -0.19
O -2.389 -0.284 0.052 -1.91 0.73 0.93
H -1.519 -0.342 -0.267 1.59 -0.60 -1.37
H -2.217 -0.035 0.966 -0.48 0.02 -0.11
O -1.771 -1.639 2.926 -0.23 1.31 0.20
H -1.908 -0.744 2.520 0.24 -1.97 0.39
H -1.445 -2.236 2.250 -0.07 0.13 -0.33
O -0.937 2.819 -0.061 -1.61 2.49 0.99
H -1.515 3.608 0.193 1.36 -1.30 -0.05
H -1.362 2.538 -0.860 -0.48 -1.11 -1.02
O 1.280 3.217 1.529 -2.07 1.12 0.26
H 2.136 3.542 1.314 1.80 0.20 -0.27
H 0.856 4.037 1.910 0.27 -1.30 -0.31
O -1.172 0.991 2.305 0.57 -0.10 -1.42
H -1.218 0.875 3.222 0.22 -0.71 2.54
H -1.646 1.793 2.207 -0.92 1.26 -0.51


58
Properties=species:S:1:pos:R:3:forces:R:3 method="wB97M-V/def2-TZVPD" orbital_gap_ev=8.9 charge=+1 lumo_ha=-0.1220 energy_ev=-42595.3211 homo_ev=-12.2571
O -3.378 4.600 0.689 0.00 0.15 0.15
O -5.829 -0.454 1.673 0.14 0.21 -0.44
O 4.675 0.198 -1.732 0.16 -0.67 0.46
O 6.190 -1.735 -0.937 -2.30 0.91 0.82
O 3.570 -1.721 -0.442 1.55 0.46 0.08
C -3.967 3.671 0.167 0.92 1.65 -0.91
C -5.866 0.709 1.295 0.35 -1.04 0.97
C -1.262 1.556 0.101 -0.59 -0.31 -0.38
C -2.303 0.830 -0.414 -0.45 0.38 1.09
C -0.924 1.321 -2.078 0.10 0.09 0.22
N -0.411 1.856 -0.950 -0.95 -0.60 -0.60
N -6.838 1.550 1.671 -0.16 0.90 -0.16
N -4.287 2.600 0.895 -1.16 -1.96 0.38
N -2.081 0.693 -1.775 1.16 0.73 0.53
C -4.315 3.730 -1.307 -0.14 0.05 0.37
C -7.964 1.174 2.530 0.12 -0.37 -0.10
C 5.657 -4.106 -0.908 -0.26 0.18 -0.01
C 7.704 -3.200 0.191 -0.03 0.31 0.14
C 1.378 -2.108 -1.259 0.32 -0.09 -0.16
C 1.764 -0.672 0.755 0.25 0.08 0.03
C 6.239 -2.921 -0.134 0.88 -1.64 0.05
C 2.305 -1.082 -0.613 -1.29 -0.39 0.28
C -3.502 0.320 0.363 -0.10 -0.46 -0.37
C 5.196 0.151 0.863 0.13 -0.65 0.72
C -4.723 1.273 0.423 0.51 0.96 -0.03
P 4.900 -0.775 -0.633 0.16 1.03 -2.55
H -1.147 1.862 1.136 0.29 0.07 -0.45
H -0.474 1.387 -3.068 -0.17 -0.05 0.41
H 0.441 2.410 -0.884 -0.25 -0.26 -0.18
H -6.794 2.503 1.345 0.01 -0.05 0.04
H -4.091 2.701 1.881 0.07 -0.04 0.00
H -2.672 0.178 -2.420 0.24 0.16 0.04
H -5.393 3.643 -1.428 -0.06 -0.15 -0.22
H -3.810 2.935 -1.845 -0.07 -0.19 -0.23
H -3.994 4.693 -1.704 0.00 -0.16 0.18
H -7.614 0.549 3.356 0.02 0.09 -0.18
H -8.446 2.062 2.941 0.22 -0.04 -0.19
H -8.698 0.603 1.958 0.02 0.03 0.10
H 6.188 -4.239 -1.857 -0.01 0.07 0.16
H 4.597 -3.951 -1.124 0.11 -0.02 0.00
H 5.755 -5.026 -0.323 0.02 0.14 -0.04
H 8.132 -2.365 0.754 0.03 -0.11 -0.07
H 8.282 -3.334 -0.729 -0.12 0.04 0.11
H 7.794 -4.108 0.796 -0.04 0.13 -0.09
H 1.771 -2.407 -2.236 -0.08 0.02 0.15
H 0.379 -1.685 -1.403 0.01 0.00 0.04
H 1.294 -3.000 -0.629 -0.02 0.12 -0.07
H 0.724 -0.349 0.673 0.00 -0.02 0.00
H 1.810 -1.516 1.451 -0.02 0.12 -0.11
H 2.349 0.154 1.167 -0.06 -0.06 0.07
H 5.691 -2.804 0.809 -0.07 0.21 -0.09
H 2.349 -0.204 -1.264 0.53 -0.14 0.01
H -3.178 0.100 1.383 0.00 0.00 -0.12
H -3.821 -0.629 -0.072 -0.04 -0.06 0.17
H 6.273 0.268 0.996 -0.08 0.03 0.03
H 4.777 -0.382 1.716 0.15 0.13 0.21
H 4.736 1.135 0.772 0.00 -0.17 -0.11
H -5.140 1.358 -0.580 0.02 0.29 -0.13


138
Properties=species:S:1:pos:R:3:forces:R:3 method="wB97M-V/def2-TZVPD" orbital_gap_ev=7.7 de_lowest_kcal_mol=76.7 smiles="O=[N+]([O-])c1ccccc1.O=[N+]([O-])c1ccccc1.CCN(CC)CC.CCN(CC)CC.CCN(CC)CC.CCN(CC)CC.CCN(CC)CC" lumo_ha=-0.0195 energy_ev=-63544.4130 homo_ev=-8.2034
C -15.916 12.371 20.523 0.23 0.45 -0.17
C -17.180 11.991 21.283 0.97 -0.05 -0.14
N -17.169 10.632 21.798 -0.39 -0.82 0.24
C -18.557 10.212 21.977 -0.55 -0.40 -0.94
C -19.113 9.708 20.632 -0.74 0.48 0.21
C -16.481 10.586 23.078 0.27 0.13 -0.44
C -16.257 9.173 23.533 0.23 -0.83 0.50
H -14.981 12.176 21.048 -0.13 -0.16 0.28
H -15.943 13.450 20.370 0.04 0.13 -0.09
H -15.805 11.923 19.535 -0.33 -0.24 0.06
H -17.243 12.626 22.167 -0.37 0.67 0.02
H -18.035 12.164 20.629 -0.05 -0.08 0.18
H -18.807 9.496 22.760 1.07 -0.64 -0.09
H -19.137 11.037 22.392 -0.38 0.70 -0.44
H -18.547 8.930 20.120 0.35 0.00 0.48
H -20.126 9.329 20.773 -0.17 -0.10 0.05
H -19.211 10.518 19.909 0.11 0.12 0.00
H -17.051 11.199 23.777 -0.11 0.03 0.63
H -15.506 11.064 22.981 0.04 0.10 -0.14
H -15.801 8.584 22.738 -0.01 0.10 -0.15
H -17.153 8.638 23.848 -0.18 0.16 -0.12
H -15.580 9.104 24.384 0.07 0.26 0.08
C -24.467 2.825 20.812 -0.07 -0.14 -1.73
C -25.457 3.031 21.915 0.56 -0.50 1.08
N -24.843 3.218 23.251 -0.32 0.61 -1.33
C -24.111 2.068 23.729 -0.67 -0.65 1.71
C -25.028 0.873 24.102 0.22 0.53 -0.10
C -24.036 4.453 23.354 -0.85 0.00 0.85
C -24.808 5.718 22.984 -0.25 -0.82 -0.93
H -23.829 3.680 20.588 0.05 0.15 0.28
H -25.084 2.687 19.924 0.03 0.08 -0.41
H -23.844 1.930 20.804 0.03 -0.04 0.66
H -26.118 3.851 21.637 0.14 0.21 0.37
H -26.107 2.158 21.968 -0.03 -0.06 0.09
H -23.215 1.728 23.211 0.01 0.13 -0.77
H -23.744 2.372 24.710 0.37 0.20 0.08
H -25.618 0.512 23.260 -0.01 -0.09 0.11
H -24.462 0.047 24.533 0.24 -0.05 -0.30
H -25.677 1.201 24.914 -0.33 0.06 -0.25
H -23.075 4.426 22.842 0.17 -0.17 -0.16
H -23.880 4.506 24.432 0.59 0.18 0.09
H -24.995 5.759 21.910 0.25 0.05 -0.24
H -24.258 6.630 23.217 -0.24 -0.11 0.36
H -25.814 5.624 23.393 0.11 0.50 0.53
C -23.360 3.833 15.017 -0.13 0.12 -0.06
C -24.641 3.295 15.628 -1.32 -0.31 -0.11
N -25.902 4.152 15.503 0.90 -1.22 0.79
C -26.188 4.293 14.111 -1.07 1.25 -1.25
C -27.551 4.936 13.771 0.14 0.00 0.67
C -25.812 5.446 16.225 0.09 -0.72 -0.81
C -25.748 5.252 17.706 -0.30 0.17 0.55
H -22.569 3.085 15.072 0.29 0.25 0.93
H -23.160 4.808 15.460 0.76 -0.13 -0.16
H -23.393 3.914 13.930 -0.63 0.47 -0.07
H -24.775 2.329 15.141 -0.84 0.07 -0.40
H -24.581 2.937 16.656 0.49 0.68 0.25
H -25.447 4.952 13.659 0.45 -0.01 -0.52
H -26.198 3.337 13.587 0.43 -0.18 0.28
H -27.709 5.055 12.699 0.17 -0.32 -0.04
H -28.348 4.329 14.200 -0.14 0.05 -0.08
H -27.636 5.944 14.178 -0.03 -0.01 0.10
H -26.666 6.081 15.988 -0.06 -0.24 -0.21
H -24.929 5.968 15.856 0.31 0.46 0.01
H -24.905 4.602 17.942 -0.14 0.10 0.46
H -26.690 4.858 18.088 0.09 -0.61 -0.17
H -25.688 6.198 18.244 0.60 0.14 -0.14
C -20.130 6.558 24.635 0.56 -0.05 -0.31
C -18.886 5.728 24.208 -0.58 0.37 -1.26
N -19.075 4.987 22.933 0.15 -0.43 0.53
C -19.985 3.852 23.098 -1.00 0.85 -0.76
C -20.671 3.459 21.773 0.24 -0.61 0.38
C -17.828 4.569 22.255 -0.57 0.67 -0.75
C -17.065 5.794 21.673 -0.36 -0.20 0.22
H -19.888 7.152 25.516 -0.02 -0.34 0.33
H -21.024 5.959 24.806 0.12 -0.03 0.19
H -20.398 7.322 23.905 0.11 -0.23 -0.44
H -18.092 6.437 23.974 0.19 -0.02 0.43
H -18.578 5.048 25.003 0.16 -0.03 0.30
H -19.565 2.998 23.631 0.39 -0.28 -0.05
H -20.823 4.189 23.709 0.14 0.13 0.27
H -20.999 4.341 21.223 0.13 0.02 0.08
H -20.070 2.812 21.134 0.21 0.19 -0.12
H -21.552 2.862 22.009 -0.13 0.01 0.00
H -18.147 3.907 21.450 -0.16 0.32 -0.38
H -17.198 3.872 22.808 0.37 0.29 0.78
H -16.496 5.602 20.764 0.28 -0.50 0.23
H -16.419 6.277 22.406 0.09 -0.12 -0.04
H -17.774 6.554 21.345 -0.27 0.01 0.27
C -19.587 3.066 9.840 -0.20 0.12 -0.62
C -18.795 3.343 11.076 -0.50 -0.86 1.56
N -18.720 2.140 11.985 1.63 0.35 -1.04
C -17.917 1.119 11.238 -1.69 -0.80 -0.11
C -17.553 -0.112 12.010 1.38 -0.54 0.98
C -17.965 2.517 13.194 0.12 -2.08 -0.72
C -18.773 3.344 14.092 -0.43 1.59 0.49
H -19.537 3.986 9.258 -0.30 -0.13 -0.36
H -20.614 2.881 10.153 -0.10 0.10 -0.14
H -19.307 2.217 9.215 0.36 0.19 0.07
H -17.800 3.776 10.977 0.34 -0.13 -0.60
H -19.387 4.127 11.546 0.12 -0.04 0.52
H -18.561 0.718 10.455 0.02 0.53 -0.34
H -16.980 1.444 10.786 0.03 0.79 -0.14
H -16.664 0.108 12.603 -0.12 -0.02 0.61
H -18.307 -0.570 12.651 -0.19 0.27 -0.12
H -17.138 -0.889 11.368 -0.43 -0.03 -0.45
H -16.989 2.905 12.903 0.22 0.71 0.09
H -17.706 1.603 13.729 -0.16 -0.20 -0.08
H -19.786 2.962 14.212 0.09 -0.24 0.01
H -18.863 4.329 13.634 -0.15 0.32 0.38
H -18.303 3.441 15.071 -0.06 0.12 0.03
C -19.222 5.939 17.189 1.47 -0.32 2.18
C -20.500 5.841 16.759 -1.19 0.21 0.15
C -21.567 6.176 17.627 0.52 -0.63 0.34
C -21.285 6.448 18.970 -0.04 0.16 -1.63
C -19.951 6.470 19.417 -2.52 -0.06 1.85
C -18.961 6.163 18.584 1.38 0.59 -2.80
N -22.385 6.799 19.892 -1.48 1.31 -1.80
O -23.431 7.314 19.404 2.15 -1.29 0.89
O -22.189 6.625 21.060 -0.05 -0.13 0.83
H -18.365 5.767 16.555 -0.11 -0.10 -0.24
H -20.686 5.468 15.762 -0.27 0.31 -0.17
H -22.568 6.103 17.229 -0.21 0.20 0.35
H -19.783 6.678 20.464 0.09 0.03 0.11
H -17.944 6.299 18.922 0.14 -0.33 -0.02
C -25.008 10.096 17.193 0.48 0.27 0.18
C -24.052 9.271 16.645 -1.17 -0.33 0.16
C -22.728 9.457 16.923 0.75 1.43 -1.45
C -22.352 10.675 17.510 -0.01 -0.96 0.76
C -23.286 11.568 18.061 0.05 -1.23 0.39
C -24.624 11.175 17.993 -0.63 0.04 -1.36
N -20.889 10.979 17.624 -0.51 0.56 -1.25
O -20.074 10.195 17.150 -0.72 0.49 0.82
O -20.642 12.098 18.043 0.51 -0.57 0.24
H -26.037 9.937 16.905 -0.18 0.06 0.36
H -24.411 8.508 15.969 0.34 -0.34 0.02
H -22.060 8.888 16.294 0.64 -0.16 0.69
H -22.961 12.438 18.613 0.01 0.04 -0.18
H -25.489 11.750 18.291 0.48 0.59 0.66


21
Properties=species:S:1:pos:R:3:forces:R:3 method="wB97M-V/def2-TZVPD" orbital_gap_ev=9.8 de_lowest_kcal_mol=28.2 smiles="C[C@H]1C=NN(C)[C@@]1(O)C(F)(F)F" lumo_ha=0.0331 energy_ev=-19545.7487 homo_ev=-8.8953
C -1.339 -1.002 -0.932 -0.78 0.07 -0.56
C 0.081 -0.736 -1.193 0.68 1.05 5.04
C 0.266 0.407 -0.027 -1.07 1.68 -2.10
C 0.831 -2.037 -1.061 0.18 0.05 0.05
C -1.348 1.431 1.646 -1.17 -0.61 -0.82
C 1.524 0.495 0.822 -0.33 1.65 -2.44
N -1.839 -0.526 0.151 -0.62 0.65 -0.76
N -0.933 0.335 0.794 1.77 -2.61 -1.85
O 0.346 1.820 -0.925 3.27 -3.76 2.04
F 2.591 0.589 0.034 0.91 -0.89 -0.80
F 1.565 1.599 1.515 -0.50 1.98 1.44
F 1.640 -0.468 1.653 0.32 -2.66 1.39
H -1.824 -1.599 -1.737 -0.46 0.21 1.47
H 0.351 -0.302 -2.063 0.43 1.70 -2.85
H 0.431 -2.543 -0.215 0.09 -0.72 0.82
H 1.918 -1.991 -1.024 -0.07 0.28 0.06
H 0.546 -2.596 -1.931 0.02 -0.59 -0.50
H -2.385 1.243 2.064 1.38 0.24 -0.63
H -0.605 1.554 2.408 0.06 0.15 0.60
H -1.293 2.260 0.953 -0.58 0.99 0.62
H -0.525 2.067 -0.931 -3.52 1.13 -0.21